# 1
{
  "formula": "C4H8N2OS",
  "method": "ωB97M-V/def2-TZVPD",
  "species": ["C", "C", "C", "C", "H", "H", "H", "H", "H", "H", "H", "H", "N", "N", "O", "S"],
  "positions_angstrom": [[-0.857, 0.473, -0.964], [1.375, -0.663, -0.730], [1.834, 0.268, -1.700], [-0.202, -0.833, 1.212], [-1.971, 0.328, -0.892], [-0.633, 1.550, -0.778], [-0.670, 0.199, -1.991], [1.786, -1.688, -0.346], [2.749, -0.256, -2.223], [1.376, 1.649, -1.963], [-1.448, -0.624, 2.879], [-1.141, 1.344, 2.075], [0.086, -0.279, 0.012], [-1.419, -0.420, 1.918], [-1.806, 0.889, 1.640], [0.942, -1.935, 1.851]],
  "forces_ev_per_a": [[-0.6, 0.7, 1.6], [-1.2, 2.8, -0.6], [0.1, -1.1, 1.4], [0.2, -0.2, 0.9], [1.3, -0.2, 1.0], [-0.4, -0.8, -0.5], [0.7, -0.2, 0.0], [-0.6, 2.2, -1.2], [-1.7, 2.0, 0.6], [1.6, -5.1, 0.9], [0.3, -0.4, 1.2], [1.9, 2.3, 1.2], [-0.1, -0.2, -2.6], [2.0, -1.3, -3.6], [-1.9, -1.3, -0.8], [-1.6, 0.7, 0.5]],
  "mulliken_charge": [-1.008, -0.207, -0.583, 0.389, 0.283, 0.302, 0.453, 0.261, 0.247, 0.219, 0.288, 0.315, 0.104, -0.224, -0.373, -0.466],
  "spin_multiplicity": 1,
  "de_lowest_kcal_mol": 136.0,
  "gap_ha": 0.323,
  "mol_weight_g_mol": 132.188
}

=====

# 2
{
  "formula": "C22H60BNO15PS5",
  "method": "ωB97M-V/def2-TZVPD",
  "species": ["C", "C", "C", "C", "N", "B", "P", "C", "C", "C", "H", "H", "H", "H", "H", "H", "H", "H", "H", "H", "H", "H", "H", "H", "H", "H", "H", "H", "H", "H", "O", "S", "O", "O", "C", "C", "C", "H", "H", "H", "H", "H", "H", "H", "H", "O", "S", "O", "O", "C", "C", "C", "H", "H", "H", "H", "H", "H", "H", "H", "O", "S", "O", "O", "C", "C", "C", "H", "H", "H", "H", "H", "H", "H", "H", "O", "S", "O", "O", "C", "C", "C", "H", "H", "H", "H", "H", "H", "H", "H", "O", "S", "O", "O", "C", "C", "C", "H", "H", "H", "H", "H", "H", "H", "H"],
  "positions_angstrom": [[6.333, -0.971, 1.601], [6.178, -0.808, 0.087], [4.726, -0.708, -0.334], [4.055, 0.625, 0.021], [3.035, 1.038, -0.946], [1.701, 1.583, -0.335], [0.252, 0.221, -0.404], [-0.756, 0.497, 1.130], [1.019, -1.446, -0.131], [0.389, -2.575, -0.924], [5.466, -0.573, 2.116], [7.219, -0.462, 1.968], [6.438, -2.019, 1.863], [6.587, -1.694, -0.392], [6.752, 0.037, -0.284], [4.173, -1.513, 0.146], [4.614, -0.848, -1.408], [4.833, 1.390, 0.106], [3.564, 0.518, 0.983], [3.426, 1.818, -1.458], [1.290, 2.529, -1.017], [1.848, 2.020, 0.827], [-0.257, 1.161, 1.828], [-1.734, 0.887, 0.875], [-0.917, -0.464, 1.614], [2.043, -1.346, -0.483], [1.072, -1.721, 0.919], [0.251, -2.279, -1.959], [1.093, -3.409, -0.919], [-0.530, -2.937, -0.481], [-2.885, -2.692, 0.477], [-4.200, -2.560, 1.008], [-4.402, -2.231, 2.385], [-5.007, -3.899, 0.681], [-4.360, -5.139, 1.038], [-4.471, -5.452, 2.516], [-5.106, -1.459, -0.002], [-3.319, -5.105, 0.714], [-4.868, -5.895, 0.444], [-3.897, -4.746, 3.114], [-4.092, -6.456, 2.709], [-5.510, -5.395, 2.841], [-4.951, -1.746, -1.038], [-4.700, -0.466, 0.179], [-6.158, -1.492, 0.262], [-7.588, 2.982, -0.715], [-8.330, 1.771, -0.842], [-7.597, 0.561, -1.010], [-9.374, 1.912, -2.026], [-8.856, 2.400, -3.290], [-8.123, 1.331, -4.073], [-9.488, 1.625, 0.469], [-8.221, 3.267, -3.105], [-9.737, 2.744, -3.828], [-7.197, 1.042, -3.580], [-7.881, 1.708, -5.066], [-8.742, 0.440, -4.173], [-10.052, 2.550, 0.540], [-8.910, 1.455, 1.374], [-10.138, 0.779, 0.266], [9.562, 1.089, -3.791], [8.600, 0.132, -3.333], [8.806, -0.542, -2.094], [8.390, -0.948, -4.480], [9.576, -1.574, -5.015], [10.111, -2.670, -4.116], [6.986, 0.821, -3.361], [10.329, -0.809, -5.209], [9.262, -1.980, -5.974], [10.502, -2.264, -3.185], [10.914, -3.203, -4.627], [9.320, -3.376, -3.866], [6.821, 1.284, -4.328], [6.950, 1.562, -2.565], [6.264, 0.032, -3.168], [3.207, 1.695, 6.317], [2.536, 0.456, 6.559], [3.284, -0.761, 6.550], [1.290, 0.338, 5.616], [1.478, 0.553, 4.178], [2.062, -0.649, 3.480], [1.640, 0.558, 8.071], [2.083, 1.445, 4.023], [0.480, 0.765, 3.808], [3.096, -0.823, 3.781], [2.037, -0.489, 2.403], [1.490, -1.548, 3.715], [1.043, 1.465, 8.060], [2.376, 0.591, 8.871], [1.015, -0.325, 8.163], [-3.643, 1.344, -1.513], [-2.667, 2.277, -1.040], [-2.552, 2.537, 0.356], [-2.937, 3.670, -1.793], [-4.311, 4.125, -1.674], [-4.578, 4.731, -0.314], [-1.090, 1.901, -1.703], [-4.976, 3.281, -1.860], [-4.458, 4.848, -2.474], [-4.487, 3.964, 0.451], [-5.588, 5.141, -0.264], [-3.861, 5.516, -0.073], [-1.186, 1.757, -2.775], [-0.763, 0.980, -1.212], [-0.412, 2.717, -1.469]],
  "forces_ev_per_a": [[0.2, 0.2, -0.2], [-0.1, -0.5, 0.0], [-0.1, 0.3, 0.0], [-0.4, -0.3, -0.4], [-0.2, 0.5, 0.3], [0.6, 0.3, -0.1], [3.5, -3.7, 2.8], [0.0, -0.7, -0.2], [0.4, 0.2, 0.3], [0.4, -0.3, 0.2], [-0.1, 0.1, 0.2], [0.1, 0.1, 0.1], [-0.1, -0.2, 0.1], [0.3, 0.0, -0.1], [0.0, 0.2, 0.0], [-0.1, -0.3, -0.1], [0.0, 0.0, -0.2], [0.1, 0.1, 0.2], [0.1, 0.2, 0.3], [-0.1, -0.2, -0.2], [0.4, -0.3, 0.2], [-0.1, -0.3, -0.1], [0.0, 0.3, 0.0], [0.3, -0.2, 0.4], [0.1, -0.2, 0.1], [0.2, 0.1, 0.0], [0.0, -0.1, 0.2], [-0.3, 0.0, -0.2], [0.0, -0.3, -0.1], [-0.4, 0.1, -0.1], [0.5, -0.2, 0.2], [-0.4, 0.3, -0.3], [0.1, 0.0, 0.3], [-0.1, -0.1, 0.0], [0.1, -0.2, 0.0], [0.0, 0.1, 0.0], [-0.1, 0.0, 0.0], [0.0, 0.1, 0.0], [-0.1, 0.1, 0.0], [0.0, 0.0, 0.0], [0.0, 0.0, 0.0], [0.0, 0.0, 0.0], [0.0, 0.1, 0.0], [0.0, 0.0, -0.1], [0.0, 0.0, 0.0], [0.0, 0.5, 0.1], [0.2, 0.0, -0.1], [0.0, -0.5, 0.2], [-0.1, 0.1, -0.1], [0.1, 0.1, -0.3], [0.0, -0.1, 0.2], [0.0, -0.1, 0.1], [0.0, 0.0, 0.1], [-0.1, 0.0, 0.1], [0.0, 0.0, 0.0], [0.0, 0.0, 0.0], [0.0, 0.0, -0.1], [0.0, 0.0, 0.0], [0.0, 0.0, 0.0], [0.0, 0.0, 0.0], [0.2, 0.1, 0.0], [-0.4, 0.0, -0.2], [0.2, 0.0, 0.3], [0.0, -0.1, -0.1], [0.2, -0.1, -0.1], [-0.1, 0.1, 0.1], [0.0, 0.0, 0.0], [0.0, 0.1, 0.1], [-0.1, 0.0, 0.0], [0.0, 0.0, 0.0], [0.0, 0.0, 0.0], [0.0, 0.0, 0.0], [0.0, 0.0, 0.0], [0.0, 0.0, 0.0], [0.0, 0.0, 0.0], [0.2, 0.2, 0.0], [-0.3, 0.0, 0.1], [0.2, -0.2, 0.0], [-0.1, 0.0, -0.2], [0.0, 0.1, -0.4], [0.2, -0.2, 0.2], [0.0, 0.0, 0.1], [0.1, 0.0, 0.1], [-0.1, 0.0, 0.1], [0.0, 0.0, 0.0], [-0.1, 0.1, 0.0], [-0.1, 0.0, 0.0], [0.0, 0.0, 0.0], [0.0, 0.0, 0.0], [0.0, 0.0, 0.0], [-0.8, -0.6, 0.1], [2.0, 0.5, -1.7], [-0.8, 0.6, 0.6], [-0.9, 0.3, 0.0], [0.0, 0.2, 0.0], [-0.1, 0.0, 0.2], [-3.0, 3.8, -1.0], [0.0, 0.0, 0.0], [0.2, 0.0, 0.0], [-0.1, 0.0, 0.1], [0.0, 0.0, -0.1], [0.0, 0.0, -0.1], [0.0, -0.2, 0.0], [-1.5, -0.1, -1.6], [-0.2, -0.1, 0.0]],
  "mulliken_charge": [-1.211, -0.157, -0.682, -0.071, -0.500, 0.425, 0.570, -0.779, 0.861, -1.452, 0.174, 0.396, 0.316, 0.299, 0.118, 0.228, 0.478, 0.373, -0.326, 0.188, -0.280, -0.198, -0.104, 0.264, 0.394, -0.509, 0.094, 0.333, 0.504, 0.184, -0.578, 1.183, -0.655, -0.330, -0.298, -0.983, -0.863, 0.286, 0.276, 0.284, 0.395, 0.253, 0.379, 0.200, 0.386, -0.600, 1.270, -0.556, -0.332, -0.319, -0.913, -1.079, 0.295, 0.290, 0.223, 0.388, 0.270, 0.336, 0.385, 0.338, -0.699, 1.289, -0.571, -0.288, -0.398, -0.963, -0.976, 0.347, 0.272, 0.286, 0.379, 0.266, 0.426, 0.374, 0.268, -0.654, 1.244, -0.621, -0.292, -0.358, 0.002, -0.953, 0.306, 0.136, 0.398, -0.544, 0.343, 0.304, 0.368, 0.305, -0.676, 1.287, -0.687, -0.350, -0.272, -1.023, -0.630, 0.232, 0.321, 0.239, 0.348, 0.346, 0.495, -0.757, 0.271],
  "spin_multiplicity": 1,
  "gap_ha": 0.177,
  "mol_weight_g_mol": 780.835,
  "total_charge": -1
}

=====

# 3
{
  "formula": "C24H51ClN4",
  "method": "ωB97M-V/def2-TZVPD",
  "species": ["C", "C", "C", "C", "N", "C", "C", "C", "C", "C", "H", "H", "H", "H", "H", "H", "H", "H", "H", "H", "H", "H", "H", "H", "H", "H", "H", "H", "H", "H", "C", "C", "C", "C", "N", "C", "C", "C", "C", "C", "H", "H", "H", "H", "H", "H", "H", "H", "H", "H", "H", "H", "H", "H", "H", "H", "H", "H", "H", "H", "C", "C", "N", "C", "C", "N", "C", "C", "H", "H", "H", "H", "H", "H", "H", "H", "H", "H", "H", "Cl"],
  "positions_angstrom": [[5.406, -0.142, 6.852], [4.862, 0.918, 5.895], [3.860, 0.344, 4.890], [4.556, -0.493, 3.840], [3.681, -0.965, 2.707], [3.416, 0.162, 1.735], [4.354, -0.056, 0.524], [5.227, -1.262, 0.868], [4.413, -2.017, 1.901], [2.414, -1.583, 3.184], [6.017, 0.320, 7.629], [6.074, -0.829, 6.334], [4.594, -0.645, 7.376], [5.680, 1.343, 5.302], [4.397, 1.738, 6.439], [3.275, 1.152, 4.445], [3.172, -0.316, 5.424], [5.074, -1.339, 4.291], [5.345, 0.081, 3.340], [2.376, 0.052, 1.426], [3.533, 1.127, 2.216], [3.730, -0.224, -0.352], [4.924, 0.855, 0.361], [5.428, -1.920, 0.028], [6.162, -0.915, 1.306], [3.655, -2.638, 1.426], [4.983, -2.639, 2.586], [1.785, -1.837, 2.332], [1.865, -0.849, 3.763], [2.627, -2.466, 3.781], [-3.805, -2.189, -0.580], [-4.703, -1.325, -1.456], [-4.583, 0.164, -1.163], [-3.180, 0.711, -1.321], [-2.941, 2.033, -0.641], [-3.019, 1.860, 0.880], [-3.960, 2.961, 1.361], [-3.949, 3.996, 0.233], [-3.932, 3.100, -0.990], [-1.552, 2.484, -0.992], [-2.744, -2.069, -0.772], [-4.036, -3.252, -0.710], [-4.006, -2.018, 0.481], [-5.742, -1.621, -1.321], [-4.485, -1.489, -2.519], [-4.984, 0.364, -0.163], [-5.292, 0.695, -1.808], [-2.900, 0.784, -2.376], [-2.434, 0.058, -0.852], [-1.997, 1.958, 1.234], [-3.357, 0.865, 1.149], [-3.618, 3.418, 2.287], [-4.963, 2.560, 1.504], [-3.008, 4.552, 0.272], [-4.765, 4.708, 0.291], [-3.713, 3.476, -1.987], [-4.900, 2.602, -1.058], [-0.905, 1.664, -0.691], [-1.406, 3.421, -0.466], [-1.490, 2.597, -2.073], [-1.876, -1.539, -7.195], [-2.601, -1.753, -5.878], [-1.752, -1.459, -4.694], [-1.558, -2.319, -3.651], [-0.641, -1.762, -2.817], [-0.249, -0.593, -3.413], [-0.912, -0.441, -4.548], [0.800, 0.278, -2.893], [-2.633, -1.523, -7.980], [-1.162, -2.327, -7.421], [-1.383, -0.568, -7.247], [-2.894, -2.792, -5.771], [-3.469, -1.098, -5.829], [-2.153, -3.207, -3.524], [-0.256, -2.059, -1.853], [-0.733, 0.362, -5.241], [1.067, -0.074, -1.898], [0.445, 1.299, -2.785], [1.663, 0.252, -3.554], [-0.219, -0.702, 0.593]],
  "forces_ev_per_a": [[0.3, 0.6, 0.2], [0.2, -0.2, -0.4], [-0.3, -0.3, 0.3], [0.7, 0.5, -0.3], [0.0, -0.6, 0.0], [-0.4, -0.4, -0.6], [-0.4, 0.4, 0.3], [0.0, 0.1, 0.4], [0.1, 0.0, -0.1], [-0.5, 0.3, 0.2], [0.0, 0.1, -0.1], [-0.2, -0.3, 0.1], [0.0, -0.3, -0.2], [0.1, 0.2, 0.3], [0.0, 0.0, 0.0], [0.0, 0.0, -0.1], [-0.1, 0.2, 0.1], [-0.4, -0.2, 0.0], [-0.1, 0.1, 0.1], [-0.1, 0.1, 0.0], [0.1, -0.1, 0.2], [0.1, -0.1, -0.1], [0.2, -0.1, -0.2], [0.2, 0.1, -0.1], [0.1, -0.2, -0.1], [-0.1, 0.1, 0.0], [0.0, 0.0, 0.0], [0.1, 0.0, -0.1], [0.0, 0.0, 0.1], [0.1, 0.0, 0.1], [-0.5, -0.6, 0.2], [0.4, -0.1, -0.1], [-0.8, 0.4, 0.1], [0.3, -0.4, 0.2], [0.2, -0.5, -0.2], [0.1, 0.4, 0.2], [0.1, 0.2, 0.0], [0.7, 0.0, -0.1], [-0.9, -0.5, 0.0], [-0.7, -0.4, -0.1], [0.2, 0.2, 0.1], [0.0, 0.1, -0.2], [0.2, 0.3, 0.0], [0.0, 0.1, 0.0], [0.0, -0.1, 0.0], [0.3, -0.1, 0.1], [0.2, 0.0, -0.2], [-0.1, 0.3, 0.0], [-0.1, -0.1, 0.0], [0.0, 0.0, 0.2], [0.0, -0.1, -0.3], [-0.1, -0.2, 0.1], [0.0, 0.1, 0.1], [-0.2, 0.2, 0.1], [-0.1, -0.1, -0.2], [0.2, 0.4, 0.2], [0.0, 0.1, 0.0], [0.4, 0.2, 0.4], [0.5, 0.0, -0.1], [-0.1, 0.3, 0.0], [-0.2, 0.1, -0.2], [0.3, 0.4, 0.0], [0.3, -0.3, -0.7], [-0.3, -0.1, 0.8], [-0.1, -0.2, -0.1], [0.3, 0.0, 0.4], [-0.1, 0.3, -0.3], [0.2, 0.1, 0.2], [0.1, -0.1, 0.0], [0.1, 0.0, 0.1], [0.0, 0.0, 0.0], [-0.2, 0.0, 0.0], [-0.1, -0.1, 0.1], [0.1, -0.1, -0.1], [0.0, 0.0, 0.0], [-0.2, 0.0, -0.1], [-0.1, -0.1, 0.0], [-0.1, 0.0, -0.2], [0.0, 0.0, 0.0], [0.1, 0.2, -0.4]],
  "mulliken_charge": [-1.165, -0.703, -0.370, -0.883, 0.435, -0.171, -0.460, -0.645, -0.669, -1.170, 0.387, 0.322, 0.295, 0.315, 0.358, 0.456, 0.330, 0.312, 0.375, 0.021, 0.320, 0.112, 0.372, 0.448, 0.287, 0.464, 0.348, 0.497, 0.407, 0.335, -1.065, -0.546, -0.873, 0.003, 0.640, -0.349, -0.598, -0.646, -0.653, -1.018, 0.092, 0.397, 0.329, 0.436, 0.203, 0.361, 0.368, 0.124, -0.040, 0.339, 0.244, 0.345, 0.322, 0.281, 0.448, 0.311, 0.372, 0.255, 0.424, 0.342, -1.261, -0.262, 0.304, -0.511, -0.409, 0.227, -0.283, -0.682, 0.396, 0.329, 0.366, 0.350, 0.272, 0.413, 0.504, 0.407, 0.101, 0.302, 0.369, -0.742],
  "spin_multiplicity": 1,
  "de_lowest_kcal_mol": 0.0,
  "gap_ha": 0.323,
  "mol_weight_g_mol": 431.153,
  "total_charge": 2
}

=====

no.,E_LUMO (eV)
1,0.40
2,1.67
3,-4.44